Computed, not measured: a structure of composition C32H39N3O3PPdS in a non-equilibrium geometry, with ωB97M-V/def2-TZVPD.

Results
<S²>: 3.774
HOMO-LUMO gap (alpha / beta): 0.1596 / 0.2399 hartree
Energy: -2500.0712 hartree
2S+1: 4

The geometry in XYZ format:
```
80
C32H39N3O3PPdS (ωB97M-V/def2-TZVPD)
Pd -1.32 -0.31 0.27
O -1.31 1.65 -0.84
N -2.45 2.29 -0.96
C -2.41 3.48 -1.61
C -3.50 4.30 -1.69
C -4.69 3.90 -1.09
C -4.74 2.67 -0.47
C -3.61 1.84 -0.43
S -3.74 0.24 0.20
H -1.45 3.71 -2.03
H -3.42 5.24 -2.22
H -5.57 4.53 -1.11
H -5.64 2.30 -0.02
C -3.13 -1.23 3.27
P -1.60 -0.42 2.66
C -0.45 -0.96 3.97
C -0.18 -2.33 4.07
C 0.64 -2.81 5.08
C 1.19 -1.93 6.00
C 0.94 -0.57 5.90
C 0.12 -0.09 4.88
C -1.85 1.35 3.02
C -2.82 1.84 3.89
C -2.99 3.21 4.05
C -2.18 4.10 3.36
C -1.19 3.62 2.51
C -1.03 2.26 2.34
H -3.20 -1.14 4.35
H -3.10 -2.28 3.00
H -3.99 -0.77 2.79
H -0.61 -3.01 3.35
H 0.84 -3.87 5.15
H 1.83 -2.30 6.79
H 1.37 0.11 6.62
H -0.08 0.98 4.81
H -3.45 1.16 4.44
H -3.76 3.58 4.71
H -2.32 5.17 3.48
H -0.55 4.31 1.97
H -0.27 1.88 1.67
C 3.14 -1.27 -0.46
C 2.69 -2.65 0.05
C 1.29 -2.38 0.63
O 1.10 -0.95 0.59
C 2.37 -0.34 0.45
H 2.82 -1.14 -1.50
H 4.22 -1.13 -0.40
H 3.36 -3.00 0.84
H 2.67 -3.39 -0.74
H 1.21 -2.72 1.66
H 0.49 -2.84 0.04
H 2.86 -0.27 1.43
H 2.23 0.67 0.05
C 2.31 1.70 -3.60
C 1.72 0.60 -4.48
N 2.45 -0.65 -4.38
C 3.75 -0.70 -5.05
C 4.91 -0.83 -4.06
C 1.92 -1.85 -3.99
O 2.55 -2.89 -4.18
C 0.60 -1.91 -3.31
C -0.23 -3.06 -3.57
C -1.42 -3.20 -2.87
C -1.78 -2.26 -1.91
N -0.93 -1.19 -1.63
C 0.19 -1.04 -2.33
H 1.72 2.61 -3.68
H 3.33 1.93 -3.90
H 2.32 1.39 -2.55
H 1.74 0.94 -5.53
H 0.68 0.43 -4.22
H 3.86 0.21 -5.64
H 3.76 -1.56 -5.71
H 4.91 0.00 -3.35
H 5.86 -0.83 -4.60
H 4.82 -1.77 -3.52
H 0.10 -3.80 -4.29
H -2.07 -4.05 -3.05
H -2.70 -2.31 -1.36
H 0.80 -0.19 -2.04
```

---

Computed, not measured: a structure of composition C32H40BBrF4N2O3S6SiTb in a non-equilibrium geometry, with ωB97M-V/def2-TZVPD.

Results
<S²>: 12.609
HOMO-LUMO gap (alpha / beta): 0.2298 / 0.2320 hartree
Charge: -1
Energy relative to the best compared isomer or geometry (same formula, charge and spin): 63.39 kcal/mol
Energy: -8080.5741 hartree
2S+1: 7

The geometry in XYZ format:
```
91
C32H40BBrF4N2O3S6SiTb (ωB97M-V/def2-TZVPD)
Tb -1.29 0.53 0.67
Br 1.13 1.08 2.47
C 0.12 1.74 4.00
C 0.85 1.97 5.13
C 0.22 2.55 6.25
C -1.10 2.90 6.16
C -1.86 2.60 5.01
C -3.24 2.90 4.98
C -4.00 2.50 3.92
C -3.41 1.80 2.85
C -2.06 1.52 2.76
C -1.27 1.97 3.88
H 1.90 1.72 5.16
H 0.79 2.73 7.15
H -1.60 3.38 6.99
H -3.68 3.41 5.83
H -5.06 2.72 3.90
H -4.08 1.46 2.07
C -5.67 -3.86 2.77
S -3.87 -4.17 2.73
C -3.32 -2.94 3.85
C -2.26 -2.12 3.60
S -1.34 -2.06 2.15
S -1.80 -1.14 5.00
C -3.07 -1.59 6.08
S -3.30 -0.91 7.56
S -4.07 -2.84 5.44
H -6.10 -4.51 2.01
H -5.87 -2.82 2.53
H -6.07 -4.10 3.75
C 2.08 3.20 -0.98
C 2.14 2.70 -2.42
C 1.25 3.55 -3.32
C 3.58 2.74 -2.93
O 1.63 1.36 -2.51
Si 2.05 -0.05 -1.79
S 0.44 -0.93 -0.79
O 2.59 -1.09 -2.94
C 2.05 -1.50 -4.19
C 2.31 -3.00 -4.30
C 0.55 -1.23 -4.30
C 2.80 -0.73 -5.28
O 3.33 0.29 -0.83
C 4.31 -0.54 -0.19
C 5.30 -1.04 -1.24
C 5.01 0.37 0.82
C 3.65 -1.71 0.53
H 2.52 4.20 -0.91
H 2.63 2.52 -0.33
H 1.05 3.25 -0.64
H 1.55 4.60 -3.26
H 0.21 3.47 -3.00
H 1.32 3.21 -4.35
H 3.96 3.77 -2.92
H 3.64 2.36 -3.95
H 4.21 2.12 -2.29
H 1.80 -3.51 -3.48
H 3.38 -3.21 -4.24
H 1.93 -3.39 -5.25
H 0.03 -1.79 -3.52
H 0.18 -1.54 -5.28
H 0.36 -0.17 -4.15
H 3.87 -0.93 -5.21
H 2.63 0.34 -5.14
H 2.45 -1.03 -6.27
H 5.78 -0.20 -1.73
H 4.77 -1.62 -1.99
H 6.07 -1.66 -0.77
H 5.42 1.24 0.31
H 5.82 -0.17 1.32
H 4.29 0.71 1.57
H 3.13 -2.35 -0.19
H 2.91 -1.35 1.24
H 4.40 -2.30 1.06
F -1.19 3.08 0.47
B -1.92 2.76 -0.70
F -3.06 2.02 -0.26
F -1.12 1.78 -1.35
F -2.22 3.82 -1.48
N -4.38 -4.84 -4.15
C -4.05 -4.05 -3.39
C -3.66 -3.03 -2.47
C -3.90 -3.15 -1.10
C -3.55 -2.11 -0.27
N -2.98 -0.98 -0.70
C -2.74 -0.88 -2.01
C -3.06 -1.86 -2.93
H -4.35 -4.05 -0.69
H -3.71 -2.19 0.80
H -2.28 0.04 -2.36
H -2.84 -1.73 -3.98
```

---

Computed, not measured: a structure of composition C32H40BN4PRuS2Se2, with ωB97M-V/def2-TZVPD.

Results
<S²>: 8.770
HOMO-LUMO gap (alpha / beta): 0.3131 / 0.2225 hartree
Charge: +1
Energy relative to the best compared isomer or geometry (same formula, charge and spin): 8.16 kcal/mol
Energy: -7522.6742 hartree
2S+1: 6

The geometry in XYZ format:
```
83
C32H40BN4PRuS2Se2 (ωB97M-V/def2-TZVPD)
Ru -0.62 -0.18 0.08
C -2.62 -3.68 0.49
C -2.82 -2.28 -0.02
C -2.70 -2.05 -1.41
C -2.47 -3.22 -2.33
C -2.82 -0.76 -1.93
C -2.57 -0.53 -3.40
C -3.18 0.31 -1.08
C -3.49 1.68 -1.63
C -3.34 0.08 0.30
C -3.85 1.17 1.20
C -3.16 -1.22 0.83
C -3.51 -1.44 2.28
H -3.49 -4.30 0.27
H -2.44 -3.73 1.56
H -1.76 -4.14 -0.01
H -1.41 -3.44 -2.44
H -2.87 -3.02 -3.32
H -2.96 -4.11 -1.95
H -3.48 -0.71 -3.98
H -1.80 -1.20 -3.77
H -2.23 0.48 -3.59
H -2.77 2.42 -1.28
H -4.47 2.00 -1.30
H -3.49 1.69 -2.71
H -4.92 1.03 1.39
H -3.71 2.16 0.78
H -3.34 1.15 2.17
H -3.00 -0.75 2.94
H -3.30 -2.45 2.62
H -4.58 -1.28 2.41
Se 2.54 0.26 0.57
P 2.27 -1.86 0.55
Se 0.56 -2.30 -0.77
C 1.91 -2.52 2.21
C 0.73 -3.18 2.52
C 0.53 -3.66 3.81
C 1.50 -3.48 4.78
C 2.68 -2.82 4.46
C 2.89 -2.34 3.18
C 3.69 -2.81 -0.02
C 3.59 -4.20 -0.01
C 4.66 -4.96 -0.45
C 5.82 -4.34 -0.89
C 5.91 -2.95 -0.90
C 4.84 -2.18 -0.47
H -0.02 -3.32 1.76
H -0.39 -4.17 4.05
H 1.34 -3.85 5.78
H 3.45 -2.68 5.22
H 3.81 -1.82 2.94
H 2.69 -4.68 0.35
H 4.60 -6.04 -0.44
H 6.66 -4.94 -1.23
H 6.81 -2.47 -1.25
H 4.90 -1.10 -0.48
C 1.83 0.97 4.40
N 1.38 1.89 3.37
C 1.96 3.11 3.08
C 1.30 3.61 2.01
N 0.31 2.71 1.65
B -0.76 2.94 0.54
N -0.09 3.41 -0.77
C 0.15 4.73 -1.10
C 0.69 4.76 -2.33
N 0.78 3.45 -2.77
C 1.31 3.05 -4.06
C 0.28 2.64 -1.80
S 0.18 0.94 -1.99
C 0.38 1.67 2.49
S -0.59 0.24 2.48
H 2.90 1.06 4.50
H 1.58 -0.04 4.10
H 1.35 1.20 5.35
H 2.79 3.49 3.64
H 1.45 4.53 1.47
H -1.30 1.88 0.30
H -1.56 3.76 0.90
H -0.11 5.53 -0.43
H 1.02 5.58 -2.95
H 0.68 3.44 -4.85
H 1.33 1.97 -4.11
H 2.32 3.43 -4.17
```